# 1
The following is a quantum chemistry calculation of a 6-piece molecular cluster, C24H44N6O9 overall in a non-equilibrium geometry, from the Open Molecules 2025 dataset.

Properties
Highest occupied orbital energy, eV: -8.2
Charge: 0
Orbital gap, eV: 3.66

Positions of all 83 atoms, in Å:
C: 44.03800 42.78900 -1.35100
C: 43.27500 41.50600 -1.74100
C: 43.05000 40.69000 -0.48800
C: 41.97200 39.64600 -0.71200
C: 40.56400 40.23500 -1.22500
C: 40.77000 40.95800 -2.53700
N: 41.98300 41.89900 -2.35600
O: 42.01500 43.02100 -3.02500
C: 39.50500 41.76800 -2.88300
C: 40.98900 40.07700 -3.82000
C: 44.13700 40.85600 -2.92800
H: 45.03200 42.60700 -1.33100
H: 43.79100 43.23400 -0.40300
H: 44.11000 43.50300 -2.15500
H: 43.07500 41.36900 0.53300
H: 43.96800 40.22900 -0.28500
H: 41.89200 39.02000 0.19100
H: 42.32200 38.71500 -1.49700
H: 40.21500 40.94600 -0.48100
H: 39.69600 39.44200 -1.34500
H: 39.32500 42.46300 -2.07400
H: 38.73700 41.00600 -3.00500
H: 39.62800 42.27500 -3.90600
H: 42.04200 39.43500 -3.92900
H: 40.77500 40.82600 -4.54500
H: 40.18200 39.22000 -4.04000
H: 45.20000 40.96500 -2.75800
H: 44.09000 41.28700 -3.98600
H: 44.09100 39.74100 -2.88600
N: 47.23400 39.49300 0.09400
O: 48.37900 39.08100 0.22700
O: 46.82000 40.51400 0.69700
O: 46.41800 38.76100 -0.52700
C: 47.99000 42.46000 3.58500
C: 48.21200 43.20400 4.94600
C: 48.87700 42.64200 6.11500
C: 49.40500 41.17000 5.96600
C: 49.15400 40.44600 4.69400
C: 48.51100 41.15400 3.54300
N: 50.03200 40.57500 7.14600
O: 50.48000 41.39400 8.00900
O: 50.47900 39.44900 7.01600
H: 47.66600 43.04600 2.70400
H: 47.62300 44.18000 4.94700
H: 49.07100 42.98500 7.09200
H: 49.62200 39.42400 4.56300
H: 48.55700 40.54300 2.72000
C: 48.13200 43.28600 -4.15100
O: 48.54200 42.69000 -5.21200
N: 48.39400 42.81900 -2.89300
C: 47.88300 43.50000 -1.78200
C: 49.09800 41.53600 -2.81600
H: 47.71800 44.18800 -4.25200
H: 46.94500 44.05100 -1.94900
H: 48.42000 44.34900 -1.17500
H: 47.63900 42.54900 -1.19200
H: 48.63700 40.61000 -3.25300
H: 49.42400 41.21000 -1.69400
H: 50.01000 41.66100 -3.19200
C: 49.28500 33.33500 0.25000
O: 49.81600 33.36500 -0.83600
N: 48.73700 34.40900 0.76200
C: 48.22900 34.35200 2.22800
C: 48.55200 35.73600 0.08800
H: 49.36800 32.34800 0.83000
H: 48.02100 35.32300 2.70500
H: 48.93300 33.53800 2.77600
H: 47.26300 33.75400 2.18500
H: 49.70300 35.75300 -0.21000
H: 48.47000 36.57500 0.72300
H: 47.78100 35.77000 -0.73700
C: 45.10400 38.06500 2.54800
O: 43.95800 37.90900 2.22800
N: 45.57100 37.43600 3.59000
C: 46.91300 37.83600 3.99800
C: 44.80300 36.48900 4.46500
H: 45.91600 38.71800 1.96200
H: 47.37200 37.24200 4.81700
H: 46.77400 38.82200 4.46500
H: 47.67800 37.87400 3.24100
H: 43.92100 36.69500 4.86000
H: 45.15800 36.63700 5.55300
H: 44.51900 35.38000 4.06000

---

# 2
The following is a quantum chemistry calculation of one molecule with the formula C4H8O2 in a non-equilibrium geometry, from the Open Molecules 2025 dataset.

Properties
Highest occupied orbital energy, eV: -10.0
SMILES string: C[C@@]1(CO)CO1
Charge: 0
Orbital gap, eV: 11.00

Positions of all 14 atoms, in Å:
C: -1.55459 -0.59189 0.04135
C: -0.21906 0.08556 -0.01054
C: 0.99057 -0.82941 -0.11692
O: 2.21102 -0.13352 -0.07139
C: -0.06623 1.45594 -0.46795
O: 0.14441 0.99342 1.00174
H: -1.59718 -1.23805 0.92078
H: -1.69828 -1.20495 -0.85628
H: -2.36273 0.14163 0.08865
H: 0.97428 -1.40800 -1.03770
H: 0.89529 -1.52314 0.73637
H: 2.14667 0.47482 0.68392
H: -0.71659 2.09405 0.11387
H: 0.85241 1.68355 -1.02590

---

# 3
The following is a quantum chemistry calculation of an isolated ion of composition C3H6N3O2 and charge +1 in a non-equilibrium geometry, from the Open Molecules 2025 dataset.

Properties
Highest occupied orbital energy, eV: -13.8
SMILES string: C=N/N=C\[NH+]=C\OO
Charge: +1
Orbital gap, eV: 9.62

Positions of all 14 atoms, in Å:
C: -2.78967 1.12665 -0.16226
N: -2.16465 0.22800 0.48108
N: -1.67311 -0.86336 0.15958
C: -0.62295 -1.46046 0.01577
N: 0.83805 -0.86098 -0.12364
C: 1.15554 0.32256 0.14562
O: 2.30450 0.91202 0.13958
O: 3.50955 0.13960 -0.08651
H: -3.27691 1.86008 0.44748
H: -2.92947 1.23889 -1.21373
H: -0.52648 -2.54439 0.07509
H: 1.57278 -1.57560 -0.18715
H: 0.23772 0.92178 0.21095
H: 4.36509 0.55519 0.09815

---

# 4
The following is a quantum chemistry calculation of C10H14N2PZn as an isolated structure in a non-equilibrium geometry, from the Open Molecules 2025 dataset.

Properties
Highest occupied orbital energy, eV: -0.9
Charge: -1
Orbital gap, eV: 3.39

Positions of all 28 atoms, in Å:
C: 0.50489 1.05759 -2.99133
C: 0.27067 0.33756 -4.11691
C: -0.06033 -1.03617 -4.19430
C: -0.14852 -1.92482 -3.09293
C: 0.02843 -1.58482 -1.79922
Zn: 0.15022 0.23632 -1.34735
P: 0.32304 2.71824 -0.46335
H: 0.82503 2.10446 -3.11580
H: 0.35024 0.82597 -5.10512
H: -0.20954 -1.46262 -5.19229
H: -0.02139 -2.37214 -1.03342
H: -0.36463 -2.97088 -3.37230
H: -0.76897 3.20937 0.31669
H: 0.47407 3.81395 -1.36202
H: 1.39401 3.00026 0.43781
N: -0.31624 -0.77688 4.83449
C: -0.25603 -0.58552 3.49317
C: 0.82196 -1.09635 2.73772
C: 0.87542 -0.81686 1.37741
N: -0.06714 -0.06850 0.75843
C: -1.14085 0.36314 1.45974
C: -1.27059 0.13347 2.82228
H: 0.41115 -1.27327 5.32999
H: -1.06959 -0.39410 5.38844
H: 1.60679 -1.69185 3.20089
H: 1.68261 -1.21153 0.75185
H: -1.89028 0.94583 0.91640
H: -2.13443 0.52013 3.36105

---

# 5
The following is a quantum chemistry calculation of C26H35MnN3O2P2Si as an isolated structure, from the Open Molecules 2025 dataset.

Properties
Highest occupied orbital energy (spin up / spin down), eV: -13.6 / -13.6
Expectation value of S²: 0.794
2S+1: 2
Charge: +2
Orbital gap (spin up / spin down), eV: 7.64 / 7.78

Positions of all 70 atoms, in Å:
Mn: -0.19930 0.93761 1.24037
O: 0.12709 4.38610 -0.90418
C: 1.19389 4.35258 -1.52721
C: 1.83151 5.57134 -1.96612
C: 3.07921 5.54033 -2.46655
C: 3.83125 4.30364 -2.61779
C: 3.27230 3.13375 -2.31563
C: 1.85135 3.02342 -1.85306
C: 0.31762 1.32082 -0.61886
O: -0.78158 2.15270 -0.31346
N: 0.63091 -1.39017 -0.16787
N: 0.63291 -0.81698 1.09658
C: 1.16249 -1.33478 2.14078
C: 0.95071 -0.57147 3.37344
C: 1.44292 -0.98301 4.59996
C: 1.17743 -0.21217 5.72170
C: 0.43137 0.94689 5.57939
C: -0.02343 1.29869 4.32028
N: 0.21853 0.56064 3.23255
H: -0.49382 3.13096 -0.52594
H: 1.29112 6.49494 -1.81160
H: 3.55991 6.46735 -2.75319
H: 4.84711 4.35670 -2.98345
H: 3.82398 2.20881 -2.44028
H: 1.71071 -2.26606 2.14850
H: 2.02344 -1.89280 4.67132
H: 1.54883 -0.51174 6.69210
H: 0.20280 1.57750 6.42622
H: -0.60226 2.20140 4.17084
C: 0.91362 -0.59826 -2.78703
P: -0.01271 -0.25645 -1.28047
C: 1.67180 1.98378 -0.71684
C: -1.76431 -0.49739 -1.59398
C: -2.15708 -0.80477 -2.89647
C: -3.48920 -1.05154 -3.19060
C: -4.43662 -1.00469 -2.18251
C: -4.05298 -0.69201 -0.88560
C: -2.72495 -0.42846 -0.57175
P: -2.26017 0.02730 1.13388
C: -3.55825 1.18234 1.65988
C: -2.59255 -1.48139 2.09096
H: 0.59408 0.09265 -3.56720
H: 0.80283 -1.61950 -3.14419
H: 1.96723 -0.41737 -2.57119
H: 1.27583 2.67066 -2.72598
H: 2.42870 1.20433 -0.84009
H: 1.91707 2.48081 0.23336
H: -1.43405 -0.86240 -3.69787
H: -3.78083 -1.28429 -4.20552
H: -5.47644 -1.20562 -2.40238
H: -4.81068 -0.64893 -0.11360
H: -4.55642 0.75095 1.59978
H: -3.51292 2.07858 1.04165
H: -3.37034 1.46378 2.69737
H: -3.62356 -1.81220 1.96481
H: -2.41139 -1.28536 3.14899
H: -1.92726 -2.28062 1.76423
C: 2.55412 -3.43162 -1.17822
Si: 0.84029 -3.19237 -0.51954
C: -0.50566 -3.67052 -1.70938
C: 0.56505 -4.17514 1.03887
H: 2.74137 -4.49707 -1.33236
H: 3.30407 -3.06723 -0.47265
H: 2.71960 -2.93190 -2.13360
H: -0.41208 -4.74916 -1.86574
H: -0.47947 -3.21039 -2.69500
H: -1.49307 -3.49276 -1.27674
H: 1.46141 -4.30318 1.64569
H: 0.26414 -5.17524 0.71566
H: -0.23720 -3.79435 1.67254

---

# 6
The following is a quantum chemistry calculation of one molecule with the formula CH5O2PS2 in a non-equilibrium geometry, from the Open Molecules 2025 dataset.

Properties
Highest occupied orbital energy, eV: -8.7
SMILES string: OC(O)P(S)S
Charge: 0
Orbital gap, eV: 9.10

Positions of all 11 atoms, in Å:
O: -1.59455 -0.79679 0.15971
C: -0.44094 0.16563 -0.44230
O: -0.92436 1.42502 -0.28108
P: 0.98160 -0.10070 0.69506
S: 2.12000 1.45425 -0.11244
S: 1.70034 -1.78955 -0.29636
H: -2.35212 -0.21142 0.21041
H: -0.41418 -0.01244 -1.56541
H: -0.79983 1.88376 -1.11782
H: 3.27298 0.79436 0.10604
H: 0.52184 -2.38275 -0.08603

---

Which formula does entry 4 have? C10H14N2PZn

---

Look up the charge of the third one. +1